Entry from OMol25: a molecular structure, C2H9ClSi3 in a non-equilibrium geometry (ωB97M-V with the def2-TZVPD basis set).

Each line ends with the Mulliken charge.
Element x y z (Å)
C  -0.5334  1.7051  -0.4322  -0.668
H  1.0028  -0.8651  1.9444  -0.097
H  -1.9666  -0.0758  1.0706  -0.100
H  -0.9581  2.6364  -0.0648  0.303
H  1.1616  3.0245  0.8306  -0.147
Si  0.6680  1.6133  1.0475  0.140
Si  -1.4421  0.0724  -0.3850  0.315
H  -0.2429  1.8470  -1.4722  0.357
C  -0.1744  -1.3330  -0.5448  -0.774
H  -2.6841  -0.3737  -1.2358  -0.154
Cl  2.7674  -0.3350  -0.2188  -0.237
H  -0.7751  -2.1853  -0.4376  0.308
H  1.6067  -2.8200  0.8070  -0.220
Si  1.3004  -1.4865  0.5954  0.593
H  0.2699  -1.4240  -1.5041  0.380

Results
ΔE to the lowest compared entry with this formula, charge and spin	0.0	kcal/mol
max |F|	3.1	eV Å⁻¹
Kohn-Sham gap	7.77	eV

Entry from OMol25: 2 unconnected molecules or ions with the total composition C2H9N in a non-equilibrium geometry (ωB97M-V with the def2-TZVPD basis set).

Each line ends with the Mulliken charge.
Element x y z (Å)
H  2.2534  0.5938  1.7471  0.293
H  -3.1788  0.6291  -1.2234  0.395
H  -2.8562  1.1383  -2.6861  0.396
H  2.7654  -1.7113  1.0363  0.252
C  1.4601  -0.0314  1.3329  -0.841
H  0.9685  -0.3828  2.2508  0.275
H  0.7638  0.6691  0.8664  0.241
H  2.2035  -1.0267  -0.5278  0.274
H  1.0539  -1.8877  0.3866  0.229
C  1.9382  -1.2432  0.5059  -0.721
N  -3.1842  1.5112  -1.7712  -0.192
H  -4.1874  1.7415  -1.9175  0.400

Results
ΔE to the lowest compared entry with this formula, charge and spin	27.5	kcal/mol
charge	+1
max |F|	5.2	eV Å⁻¹
2S+1	2
Kohn-Sham gap (spin up / spin down)	9.01 / 2.30	eV

Entry from OMol25: a gas-phase ion, C2H9N2 (charge +1) in a non-equilibrium geometry (ωB97M-V with the def2-TZVPD basis set).

Each line ends with the Mulliken charge.
Element x y z (Å)
H  -0.1908  -2.0358  -1.4501  0.195
C  -0.4627  0.6791  0.1534  -0.318
H  -0.4810  -1.3389  1.2042  0.310
N  0.8835  1.3356  0.4509  -0.449
H  -1.0768  0.9768  1.0585  0.279
H  1.2313  1.0694  1.3697  0.356
C  -0.1817  -0.8712  0.2478  -0.482
H  -0.7483  1.0005  -0.8659  0.365
H  1.6548  1.0455  -0.1562  0.357
N  -0.8901  -1.6872  -0.9436  -0.542
H  -1.5535  -1.4618  -1.6862  0.256
H  0.9270  2.3958  0.4879  0.375
H  0.8883  -1.1078  0.1296  0.298

Results
ΔE to the lowest compared entry with this formula, charge and spin	47.4	kcal/mol
charge	+1
max |F|	4.7	eV Å⁻¹
Kohn-Sham gap	9.19	eV
SMILES	NCC[NH3+]

Entry from OMol25: 2 unconnected molecules or ions with the total composition C2H9N2 in a non-equilibrium geometry (ωB97M-V with the def2-TZVPD basis set).

Each line ends with the Mulliken charge.
Element x y z (Å)
H  -2.7568  0.7845  -0.2668  0.394
H  2.3688  0.7282  0.1468  0.329
C  1.4136  0.9817  0.4805  -0.727
C  0.8660  -1.0882  -0.5572  0.082
H  -0.6810  0.1120  -0.1582  0.260
N  0.4370  0.0286  -0.0928  0.122
H  1.3589  0.9563  1.5900  0.374
H  1.1033  2.0315  0.3771  0.336
H  -2.4528  -0.7013  -0.5958  0.384
H  0.1020  -1.7653  -0.9504  0.191
H  -2.3185  -0.3569  1.0212  0.403
N  -2.1948  -0.0102  0.0672  -0.460
H  1.9059  -1.4661  -0.3834  0.313

Results
ΔE to the lowest compared entry with this formula, charge and spin	70.7	kcal/mol
charge	+2
max |F|	4.4	eV Å⁻¹
2S+1	2
Kohn-Sham gap (spin up / spin down)	12.01 / 5.82	eV

Entry from OMol25: 2 unconnected molecules or ions with the total composition C2H9N2O in a non-equilibrium geometry (ωB97M-V with the def2-TZVPD basis set).

Each line ends with the Mulliken charge.
Element x y z (Å)
N  -0.0209  -0.0237  -0.8521  -0.146
H  -0.3647  -0.7466  -2.7909  0.319
C  -0.2057  1.1462  -0.3203  0.240
H  0.0538  2.0463  -0.8677  0.284
H  0.0535  -1.6279  3.5920  0.314
N  -0.6843  1.3370  0.8890  -0.299
H  -0.5535  2.2409  1.3398  0.275
H  0.6698  -2.3627  2.3701  0.325
H  -0.4535  -0.7921  -0.3559  0.250
H  0.4582  0.7583  -2.7086  0.294
H  -0.8921  0.6010  1.5596  0.212
H  1.3564  -0.7682  -2.2489  0.293
O  0.1634  -1.5867  2.6367  -0.627
C  0.4196  -0.2218  -2.2429  -0.734

Results
ΔE to the lowest compared entry with this formula, charge and spin	16.6	kcal/mol
charge	+1
max |F|	1.0	eV Å⁻¹
Kohn-Sham gap	11.93	eV

Entry from OMol25: 2 unconnected molecules or ions with the total composition C2H9N2O in a non-equilibrium geometry (ωB97M-V with the def2-TZVPD basis set).

Each line ends with the Mulliken charge.
Element x y z (Å)
H  -2.8781  -1.3275  -1.2729  0.307
H  -3.3878  -0.7835  -0.0860  0.315
H  2.6124  -0.6460  -1.2592  0.322
H  0.9549  -0.5500  1.5797  0.378
N  -0.8170  0.4313  1.2761  -0.278
H  -1.5718  0.7695  0.7068  0.247
H  2.8938  0.4624  0.0799  0.347
H  2.3274  0.9938  -1.4660  0.330
C  2.1988  0.2088  -0.7142  -0.895
H  0.1451  0.4872  -1.0208  0.236
H  -1.0484  0.3290  2.2457  0.244
O  -2.6161  -0.6352  -0.6410  -0.633
N  0.8181  0.2006  -0.3291  -0.127
C  0.3688  0.0596  0.9012  0.208

Results
ΔE to the lowest compared entry with this formula, charge and spin	24.9	kcal/mol
charge	+1
max |F|	2.2	eV Å⁻¹
Kohn-Sham gap	11.44	eV

Entry from OMol25: 2 unconnected molecules or ions with the total composition C2H9N2O in a non-equilibrium geometry (ωB97M-V with the def2-TZVPD basis set).

Each line ends with the Mulliken charge.
Element x y z (Å)
H  -1.5178  0.4358  -1.1408  0.218
H  -0.9787  1.0364  0.3276  0.248
H  -1.3874  -1.1535  1.3097  0.250
N  1.8784  0.9765  0.4701  -0.267
H  -2.9132  -0.4659  0.6206  0.361
H  0.6633  -0.7711  0.4495  0.208
O  1.7051  -0.5170  -1.2808  -0.422
C  1.4144  -0.1231  -0.0760  0.471
H  1.8299  0.0486  -2.0484  0.377
H  1.8814  1.0947  1.4889  0.281
C  -1.9776  -0.7750  0.3761  -0.850
N  -1.0935  0.2828  -0.2737  -0.496
H  2.5090  1.5660  -0.0226  0.247
H  -2.0131  -1.6350  -0.2002  0.373

Results
ΔE to the lowest compared entry with this formula, charge and spin	59.6	kcal/mol
charge	+1
max |F|	5.6	eV Å⁻¹
Kohn-Sham gap	9.90	eV

Entry from OMol25: 2 unconnected molecules or ions with the total composition C2H9N2O in a non-equilibrium geometry (ωB97M-V with the def2-TZVPD basis set).

Each line ends with the Mulliken charge.
Element x y z (Å)
H  -0.6207  -0.7808  1.2438  0.269
H  -0.0820  -3.1126  1.1947  0.160
C  1.0639  -0.3586  0.0156  -0.374
H  0.2914  1.3932  0.8548  0.379
H  0.0155  1.1693  -0.8866  0.370
H  -2.3990  2.9188  -0.6551  0.298
O  -1.8253  2.2584  -0.9927  -0.609
H  1.0463  -2.8747  0.1023  0.161
N  0.6880  1.0515  -0.0821  -0.252
C  0.2324  -1.1993  0.7034  0.019
H  2.0553  -0.5603  -0.5309  0.230
H  1.5065  1.5822  -0.3260  0.359
N  0.3796  -2.5239  0.6754  -0.321
H  -2.4613  1.8510  -1.5223  0.309

Results
ΔE to the lowest compared entry with this formula, charge and spin	51.1	kcal/mol
charge	+1
max |F|	5.9	eV Å⁻¹
Kohn-Sham gap	9.62	eV